Density functional theory data (the ωB97M-V functional and the def2-TZVPD basis) for 8 unconnected molecules or ions with the total composition C56H122N6O8.

Structure (XYZ):
```
192
Properties=species:S:1:pos:R:3:forces:R:3
O 7.05683 2.10099 -8.41393 0.1 -1.0 1.0
O 4.69425 -1.40230 8.55512 -1.4 0.3 -0.8
O -6.86389 3.69648 -6.87412 -0.3 0.2 0.4
O 4.22374 4.38829 -2.96318 0.6 -0.3 -1.0
O -6.36112 5.87486 8.57571 -0.8 0.8 -0.9
O 3.25262 -0.37973 -1.24831 0.0 0.1 0.2
O -4.99891 -10.84099 4.32009 0.5 0.4 0.8
O -1.63527 -5.36144 -11.37320 -1.1 0.5 0.3
N 5.85753 -0.92775 9.06692 4.2 -0.3 2.8
N -6.23315 4.03171 -8.06520 1.7 2.2 -1.5
N -5.69266 4.80867 7.97408 1.8 -1.7 -0.1
N 1.88189 -0.39289 -1.49608 -1.0 1.2 -0.4
N 7.18884 2.39193 -9.75611 1.1 1.1 -0.2
N -4.52176 -10.06550 5.41170 0.7 2.5 -1.5
C 7.71951 0.79068 9.34215 -2.1 -2.2 1.1
C -0.74632 -1.43576 -1.34381 0.7 -0.6 -1.1
C 4.78457 1.98017 -10.31898 0.6 -0.7 -0.8
C 6.17280 -1.62187 10.38596 0.7 -0.4 -0.5
C 2.30851 -1.16287 -3.74698 -0.6 0.7 0.7
C 1.57894 -0.80738 0.93226 -1.1 -1.5 1.5
C 4.83776 5.41784 -2.24373 -0.8 0.9 1.8
C -5.73197 1.66494 -8.46666 1.9 -0.1 0.5
C 2.06513 -2.85801 -1.80437 -0.2 0.4 0.0
C -1.99413 -4.45820 -10.31379 1.3 -0.1 -0.1
C -0.38114 -0.20666 -0.53568 -0.7 -0.8 -1.4
C -4.48075 5.37974 -9.27604 0.8 -1.4 -0.5
C -4.47706 -10.72231 6.66215 0.7 1.3 2.4
C 7.73110 0.45709 10.86134 0.4 -1.0 -0.7
C -5.70295 2.42380 7.34213 1.7 1.1 0.1
C -3.54111 -9.04858 4.99851 2.1 0.5 0.8
C -2.75000 -8.88634 7.60670 -2.1 0.0 -2.1
C 7.48982 -1.10238 11.13357 -0.7 2.2 -1.7
C -4.03199 -9.72024 7.84133 1.3 -1.1 -0.5
C -6.29681 2.95714 -9.04594 0.3 -0.5 -0.3
C -4.11834 -8.15216 3.94223 -1.8 1.3 -0.5
C -3.67773 3.89583 6.75448 -0.7 1.2 1.8
C -3.07378 -8.16554 6.22814 0.3 0.6 1.9
C 6.68781 0.17436 -10.43912 -0.7 -0.8 1.0
C 6.25846 0.44814 8.77536 0.6 0.5 -1.0
C -7.72994 2.62613 -9.37672 -1.0 0.2 -0.7
C -4.29607 4.21452 -10.36691 -2.7 0.3 2.6
C 6.66077 3.34671 -12.37446 1.0 -0.7 1.0
C 1.11115 -0.07965 -0.28421 0.3 1.9 0.3
C -2.20712 -9.60130 4.44666 1.1 -1.1 0.1
C -7.49973 3.92435 6.33839 0.0 0.3 0.3
C 5.23396 1.47201 9.24778 -0.1 0.4 1.1
C -5.52975 6.33053 -7.20901 -0.3 -0.6 0.4
C 1.25773 1.42549 0.06209 0.0 1.1 -1.1
C -7.42392 3.21500 8.83894 -0.3 1.7 0.6
C 7.70160 4.06768 -11.43626 -2.2 0.1 -0.2
C 6.65153 1.87095 -12.04200 -0.7 1.4 -0.8
C -4.46529 2.69919 6.38182 -1.9 -1.4 0.4
C -5.95246 -10.88884 6.94636 -0.4 -2.1 1.1
C 4.97222 -1.62521 11.32335 0.1 1.5 -0.2
C 0.07061 -1.49782 -2.66041 -0.3 -1.3 0.9
C -6.60779 3.66366 7.60398 0.3 -0.6 -0.4
C 7.43519 3.82150 -9.87155 -0.6 1.5 -2.8
C 6.32274 0.55607 7.25099 -0.7 0.4 -0.6
C -3.89589 4.38296 -7.02870 0.3 0.1 0.9
C 1.55288 -1.51005 -2.36039 1.7 0.6 -2.2
C 6.23096 4.84712 -9.45200 0.8 -1.0 -0.6
C -5.02206 4.96170 -7.85007 -1.2 0.0 -1.5
C -4.98912 5.63933 5.67053 -0.6 2.0 -1.6
C -5.65098 3.38692 -10.40722 1.8 -0.1 -0.2
C 6.27182 1.62796 -10.61678 0.5 0.1 1.2
C -3.49349 -11.96149 6.75891 -0.8 0.1 -1.5
C 8.66168 4.25918 -9.07959 0.8 -1.1 -0.1
C 6.41911 -3.10269 10.06081 0.3 -0.2 0.8
C -3.53182 6.25533 7.68707 -2.1 -1.2 0.6
C -4.56640 5.19439 7.03594 1.7 -1.0 -0.5
H -2.68831 -4.86176 -9.57667 0.0 -0.3 -0.1
H -3.81849 -12.86231 7.27948 -0.3 0.4 0.5
H -6.28196 -11.70490 6.30327 -0.7 0.1 0.1
H -6.85732 3.35812 9.75903 0.5 -0.1 -0.1
H 1.66127 -2.99356 -0.80107 -0.1 -0.5 -0.1
H -3.88167 7.28193 7.57844 0.3 0.0 -0.4
H -5.70909 0.76002 -9.07386 -0.7 0.2 -0.4
H 6.98274 3.27967 -13.41367 -0.1 1.2 -0.2
H 9.47496 3.53749 -9.15603 -0.2 -0.7 -0.2
H -6.10810 -11.14506 7.99432 0.0 -0.6 0.1
H -5.29321 2.18529 8.32362 0.3 0.0 0.1
H -4.46402 -8.61920 3.02001 0.5 -0.5 0.0
H -4.19741 3.85696 -6.12288 -0.5 0.0 0.0
H -8.50475 3.50687 6.39951 0.1 -0.4 0.3
H -8.20253 3.46118 -9.89389 -0.2 0.2 0.2
H 1.02826 2.05335 -0.79886 0.1 -0.2 -0.5
H 3.35817 -1.25807 -0.87550 1.0 -0.2 0.3
H -4.80079 7.13456 -7.10782 0.7 -0.4 -0.4
H -4.21657 -11.32371 4.04347 0.2 -0.5 -0.4
H -6.15596 1.42786 -7.49088 -0.3 0.1 -0.1
H 6.63087 -0.31546 6.67342 0.2 -0.3 0.5
H -1.95589 -10.59668 4.81299 -0.6 -0.6 -0.3
H -4.85621 -9.05654 8.10262 0.1 0.0 0.0
H 0.47281 1.76361 0.73862 0.2 -0.4 0.6
H 5.28863 0.76195 6.97471 0.1 0.0 -0.6
H -0.47669 -2.35677 -0.82693 -0.4 -0.1 0.3
H -8.25042 3.90807 8.99596 -0.4 -0.2 -0.2
H -2.08417 -9.56246 3.36431 -0.3 -0.2 0.0
H -7.78455 2.18760 8.88907 0.0 0.0 -0.7
H -1.80777 -9.42748 7.52024 -0.2 -0.3 0.2
H -5.04142 -7.68411 4.28421 -0.3 -0.2 0.5
H 8.35506 -1.65491 10.76729 0.0 0.0 -0.1
H 8.39538 0.07492 8.87418 0.2 0.1 -0.2
H -7.55683 4.35682 -6.94758 -0.5 -0.2 0.8
H -2.42338 -5.38072 -11.92103 0.1 -0.4 -0.4
H 1.48028 -0.20468 1.83510 0.8 0.4 -0.1
H -3.55662 6.07776 8.76222 0.0 -0.1 0.2
H -3.22124 3.69739 -7.54146 -0.1 0.2 -0.4
H 4.58080 -0.60842 11.35548 -0.1 0.2 0.3
H 0.82236 -1.53966 1.21412 0.1 -0.8 -0.3
H 5.21017 6.25243 -2.83777 -0.3 -0.4 -0.6
H -5.59426 6.54407 5.72853 -0.6 -0.1 0.1
H 8.46726 4.28460 -8.00737 0.0 0.7 -0.1
H -7.02332 3.51628 5.44699 0.0 0.0 0.0
H -4.67043 1.82448 -8.27750 0.3 0.1 0.2
H -0.68128 0.59111 -1.21508 0.0 0.5 0.4
H -3.34808 5.25321 -6.66720 0.5 -0.2 -0.1
H -1.78292 -1.47030 -1.67901 -0.2 0.0 0.6
H 5.45150 -3.59809 9.98077 0.3 -0.2 -0.7
H -6.57745 -10.00081 6.85209 0.5 0.1 -0.7
H -3.38792 -12.31849 5.73445 0.0 -0.2 -0.2
H -5.10373 6.21679 -9.59124 0.1 -0.2 -0.5
H 5.33961 -1.86946 12.32008 -0.6 -0.5 0.0
H -3.82803 -10.43255 8.64077 -0.5 0.1 0.4
H -0.07659 -2.49441 -3.07663 -0.4 -0.1 -0.3
H 6.97730 1.03658 11.39433 0.1 0.1 0.1
H -6.40499 3.81865 -11.06537 0.1 0.2 0.2
H 5.67465 2.46779 9.29584 0.0 0.1 0.0
H 4.58616 2.42944 -9.34590 0.2 -0.4 0.1
H 3.93054 3.67674 -2.38930 0.1 0.1 0.2
H -1.01651 -4.28615 -9.86349 -0.3 0.4 0.5
H 7.44770 -1.23582 12.21455 -0.3 -0.3 -0.1
H 7.63527 1.48895 -12.31481 -0.1 -0.4 0.3
H -7.68728 4.97950 6.13944 0.3 0.1 0.2
H -0.97809 -0.17615 0.37581 0.3 0.3 0.1
H 3.15149 -2.88035 -1.71823 0.1 0.1 -0.1
H 5.64663 3.72235 -12.23845 0.2 0.4 -0.4
H -2.39833 -3.51208 -10.67376 0.1 0.0 -0.2
H -2.90194 4.03832 6.00218 -0.1 0.6 0.0
H 6.89488 -3.57214 10.92184 -0.1 0.0 0.4
H -3.78368 1.84964 6.42391 -0.2 -0.3 -0.1
H 6.04270 -0.48106 -11.02423 0.1 0.0 -0.4
H -2.65854 -8.12533 8.38168 0.1 0.0 0.0
H 9.17389 5.10684 -9.53480 -0.7 0.7 0.4
H -3.44304 5.69607 -9.17024 -0.1 0.7 0.5
H 4.15544 -2.20792 10.89742 0.2 -0.3 0.5
H -2.48828 6.07080 7.43195 -0.3 0.2 -0.6
H -4.84111 2.77167 5.36122 0.1 0.0 -0.2
H -6.30128 1.54309 7.10877 -0.1 0.2 -0.6
H -8.35953 2.30279 -8.54777 0.3 0.2 0.2
H 4.98524 -1.75064 7.70920 -0.4 -0.3 -0.2
H -2.17238 -7.55885 6.14155 0.3 -0.3 -1.5
H 6.01255 4.69384 -8.39517 -0.4 0.1 -0.1
H 7.43144 5.11144 -11.59646 0.9 0.3 0.0
H -2.46995 -11.71512 7.04134 -0.2 0.3 0.4
H 4.08807 5.80447 -1.55338 -0.3 0.7 -0.1
H 2.54203 -1.31076 0.84763 -0.1 0.3 0.3
H -5.87648 6.24004 -6.17960 -0.1 -0.6 0.1
H 1.97041 -1.67220 -4.64940 -0.2 -0.6 0.3
H 6.94270 1.37818 6.89339 -0.1 0.2 0.2
H -3.94449 4.55498 -11.34086 -0.3 0.2 0.1
H -1.29823 -9.15030 4.84492 -0.3 0.9 0.0
H -5.24855 2.49879 -10.89443 -0.9 -0.5 -0.1
H 6.59599 -0.20994 -9.42325 0.1 0.3 0.2
H -3.55767 -7.25912 3.66614 0.8 -0.4 0.1
H 5.88678 1.45188 -12.69595 0.1 -0.6 0.0
H 4.44064 2.71380 -11.04809 -0.2 -0.2 0.0
H 8.68183 3.80048 -11.83106 0.2 0.2 0.6
H -6.35153 6.81391 -7.73733 -0.1 -0.5 -0.4
H -0.28232 -0.80581 -3.42504 0.4 0.4 0.2
H -5.84358 6.15203 9.33527 0.2 -0.4 0.1
H 5.62334 5.20442 -1.51888 0.6 -1.0 -0.4
H 8.06390 1.80440 9.13753 -0.5 0.0 -0.1
H 5.36124 4.79967 -10.10731 -0.3 -0.8 0.3
H -4.21193 6.01296 5.00384 1.0 0.0 0.6
H 3.39825 -1.14259 -3.73518 0.0 -0.5 0.4
H 8.73244 0.75446 11.17278 -0.1 -0.1 0.7
H 4.31011 1.56896 8.67750 0.2 -0.4 -0.3
H 1.84481 -3.68389 -2.48075 -0.3 0.0 0.2
H 4.90930 1.19323 10.25026 0.1 0.3 0.2
H -3.72907 -7.33118 6.47822 -1.0 -0.4 -0.1
H 6.31841 2.60389 -8.06260 -0.5 0.2 0.1
H 7.72879 0.08073 -10.74845 -0.1 -0.1 0.0
H 2.22632 1.79797 0.39552 0.1 -0.6 0.3
H 7.14207 -3.28257 9.26515 -0.4 0.2 -0.4
H 6.45106 5.90456 -9.59850 1.0 -0.1 0.3
H -7.74478 1.80696 -10.09563 0.1 -0.1 -0.1
H 4.25291 1.03735 -10.44758 -0.5 0.3 0.2
H -5.46035 4.96589 4.95463 -0.4 -0.5 0.8
H -3.18479 3.73471 7.71320 0.3 -0.4 0.1
H -3.57936 3.48399 -9.99174 0.4 0.3 0.1
H 2.05862 -0.11713 -3.92612 -0.2 0.1 0.0
```
Forces are in eV/Å.

Calculated values
Charge = 0
M = 1007.6 g/mol
Energy relative to the best compared isomer or geometry (same formula, charge and spin) = 217.1 kcal/mol
SMILES = CC1(C)CCCC(C)(C)N1O.CC1(C)CCCC(C)(C)N1O.CC1(C)CCCC(C)(C)N1O.CC1(C)CCCC(C)(C)N1O.CC1(C)CCCC(C)(C)N1O.CC1(C)CCCC(C)(C)N1O.CO.CO
Electronic energy = -3136.78001 hartree
Gap between HOMO and LUMO = 8.33 eV